Record 1
51
Properties=species:S:1:pos:R:3:forces:R:3 method="wB97M-V/def2-TZVPD" relative_energy_kcal_mol=15.4 e_lumo_ev="-6.64 / -8.58" multiplicity=6 s_squared=8.77 charge=+2
Fe -0.151 -0.664 -0.213 1.983 -1.887 2.392
P 0.686 0.427 -2.108 0.559 0.353 -2.342
C -0.859 1.294 -2.619 0.307 0.416 0.926
C -1.824 1.370 -1.426 -0.554 -0.625 -0.759
N -1.648 0.573 -0.321 -1.189 0.884 -0.893
C -2.631 0.431 0.616 0.150 -0.006 -0.471
C -3.853 1.055 0.421 -0.122 -0.738 0.237
C -4.069 1.769 -0.750 0.224 0.396 0.361
C -3.041 1.971 -1.652 0.010 0.574 0.017
C -2.312 -0.474 1.796 0.092 0.039 0.845
P -0.539 -0.262 2.336 0.808 -0.366 -0.109
H -3.160 2.599 -2.539 -0.125 -0.322 0.305
H -4.664 0.863 1.125 0.249 0.245 -0.147
H -5.022 2.220 -0.937 -0.455 0.085 -0.044
H -2.856 -0.139 2.679 -0.474 -0.021 -0.145
H -2.573 -1.539 1.688 0.079 0.325 -0.429
H -0.678 2.182 -3.250 -0.181 0.243 0.966
H -1.273 0.619 -3.377 -0.320 0.085 0.525
H 1.013 4.874 -0.872 -0.303 0.867 0.504
O 0.857 5.706 -0.376 -1.271 -0.962 0.277
H -0.059 5.632 0.019 1.570 0.097 -0.766
H 1.889 2.566 2.734 0.330 -0.700 -0.358
O 2.486 2.081 2.122 0.561 2.763 0.067
H 3.088 2.876 1.902 -0.968 -2.044 0.242
C -0.674 1.116 3.553 0.254 -0.123 -0.709
H -1.580 0.885 4.155 0.712 0.484 -0.180
H 0.254 1.092 4.148 -0.526 0.056 -0.040
H -0.723 2.082 3.017 -0.283 -0.403 0.473
C 0.165 -1.620 3.409 -0.765 0.475 -0.895
H 1.181 -1.267 3.623 -0.248 -0.084 0.160
H -0.461 -1.686 4.309 0.384 -0.191 -0.114
H 0.233 -2.562 2.851 -0.166 0.258 0.264
C 0.546 -0.640 -3.572 0.469 -1.434 0.146
H 0.643 -0.053 -4.512 0.115 -0.482 0.648
H 1.259 -1.469 -3.476 0.167 0.308 -0.587
H -0.438 -1.137 -3.538 0.316 0.228 -0.138
C 2.256 1.318 -2.386 0.429 0.502 0.480
H 3.083 0.576 -2.381 -0.601 0.267 -0.120
H 2.265 1.876 -3.343 -0.132 -0.395 0.482
H 2.484 2.010 -1.553 -0.240 -0.266 -0.428
C 2.891 -2.740 -0.473 0.234 0.171 0.222
C 1.467 -3.250 -0.398 0.029 -0.593 -0.620
C 1.257 -4.497 0.408 -0.030 -0.402 0.567
O 0.602 -2.267 0.149 -0.996 1.850 -0.626
H 3.230 -2.374 0.506 -0.122 0.085 -0.259
H 2.991 -1.963 -1.243 -0.024 0.022 0.316
H 3.577 -3.536 -0.754 -0.089 -0.159 -0.071
H 1.112 -3.436 -1.419 0.026 -0.014 -0.038
H 1.509 -4.312 1.448 -0.034 0.109 0.269
H 0.224 -4.817 0.347 -0.247 0.074 0.077
H 1.843 -5.358 0.127 0.409 -0.047 -0.479

Record 2
99
Properties=species:S:1:pos:R:3:forces:R:3 method="wB97M-V/def2-TZVPD" relative_energy_kcal_mol=2.6 e_lumo_ev="-5.58 / -7.62" multiplicity=5 s_squared=6.03 charge=+2
Os 0.463 1.167 -0.871 -0.161 -0.209 0.926
C -2.727 5.596 -0.274 -0.083 -0.082 0.010
C -1.546 5.285 0.641 0.050 0.050 -0.082
C -1.476 6.319 1.761 -0.092 -0.098 0.103
C -0.221 5.304 -0.117 0.049 -0.081 0.056
N -1.783 3.919 1.254 0.092 0.061 -0.017
C -2.072 3.712 2.588 0.108 0.061 -0.022
C -2.320 2.396 2.751 0.017 -0.115 0.042
N -2.194 1.786 1.525 -0.381 0.025 0.118
B -2.662 0.309 1.370 0.159 -0.142 -0.237
N -3.098 -0.049 -0.081 -0.096 -0.039 0.123
C -4.405 0.086 -0.494 0.116 0.055 0.086
C -4.483 -0.345 -1.771 0.061 -0.019 -0.078
N -3.215 -0.748 -2.150 -0.022 -0.015 -0.137
C -2.389 -0.554 -1.103 -0.103 0.082 -0.102
S -0.676 -0.924 -1.030 0.034 0.307 -0.188
C -2.879 -1.340 -3.506 0.132 -0.110 0.062
C -4.096 -1.212 -4.414 -0.091 0.083 0.081
C -1.707 -0.580 -4.135 -0.026 0.097 0.063
C -2.536 -2.818 -3.304 -0.052 0.063 0.064
N -1.605 -0.712 1.881 -0.030 0.042 0.257
C -2.040 -1.938 2.344 -0.047 0.197 -0.048
C -0.998 -2.541 2.940 0.213 -0.094 0.037
N 0.102 -1.707 2.831 0.018 -0.012 0.197
C -0.293 -0.587 2.176 -0.287 -0.236 -0.223
S 0.694 0.750 1.698 -0.002 0.409 -0.459
C 1.359 -1.988 3.635 0.136 0.082 -0.058
C 2.584 -1.260 3.081 -0.057 -0.025 -0.083
C 1.079 -1.537 5.067 -0.060 0.041 0.006
C 1.633 -3.491 3.586 -0.116 -0.053 -0.008
C -1.853 2.722 0.633 -0.063 0.005 0.122
S -1.517 2.383 -1.054 0.183 0.114 0.019
H -2.605 6.593 -0.698 0.018 -0.028 0.005
H -3.663 5.579 0.290 0.031 0.008 -0.040
H -2.799 4.885 -1.098 0.012 0.050 0.017
H -1.248 7.285 1.314 -0.008 0.004 -0.027
H -0.683 6.089 2.474 -0.003 0.033 -0.020
H -2.425 6.422 2.290 0.044 -0.005 -0.013
H -0.026 6.325 -0.444 0.000 -0.014 0.040
H -0.232 4.672 -0.999 -0.010 -0.004 -0.002
H 0.602 4.986 0.528 -0.025 0.035 -0.025
H -2.083 4.500 3.319 0.001 -0.003 -0.104
H -2.581 1.847 3.641 -0.039 0.043 -0.133
H -3.636 0.202 2.063 0.055 -0.070 -0.070
H -5.173 0.475 0.156 0.094 -0.072 -0.034
H -5.339 -0.401 -2.418 0.105 -0.009 -0.003
H -4.384 -0.168 -4.558 0.004 -0.057 -0.013
H -4.952 -1.779 -4.042 0.035 0.020 -0.021
H -3.836 -1.622 -5.389 0.012 -0.005 0.024
H -1.809 0.501 -3.999 -0.007 -0.074 -0.047
H -1.687 -0.787 -5.206 -0.001 0.003 0.058
H -0.755 -0.896 -3.712 -0.062 0.014 -0.024
H -3.387 -3.359 -2.885 0.039 0.013 -0.035
H -1.680 -2.936 -2.637 -0.012 -0.029 -0.056
H -2.284 -3.264 -4.268 -0.010 0.020 0.051
H -3.060 -2.269 2.226 0.092 0.089 0.041
H -0.961 -3.488 3.448 0.053 0.058 -0.044
H 2.541 -0.188 3.252 0.039 -0.035 0.016
H 2.707 -1.443 2.011 0.023 0.001 0.022
H 3.462 -1.645 3.602 -0.049 -0.016 -0.013
H 0.888 -0.462 5.102 0.020 -0.049 0.007
H 1.946 -1.753 5.694 -0.040 0.016 -0.044
H 0.217 -2.061 5.485 0.042 0.018 -0.007
H 1.687 -3.850 2.557 0.007 -0.002 0.009
H 0.892 -4.078 4.130 0.039 0.027 -0.035
H 2.594 -3.680 4.061 -0.011 0.007 0.001
O 0.913 1.704 -3.373 0.099 0.274 0.017
C 1.434 2.706 -2.866 -0.153 -0.175 0.077
O 1.432 2.897 -1.587 -0.096 -0.445 -0.125
H 1.912 3.473 -3.481 0.028 0.067 0.059
N 2.012 -0.935 -3.043 0.052 0.331 -0.139
C 2.818 -0.441 -2.088 0.019 0.034 0.360
N 2.416 0.365 -1.108 0.017 0.013 -0.436
C 3.517 0.815 -0.336 -0.166 -0.051 -0.100
C 3.504 1.801 0.643 -0.072 0.046 -0.071
C 4.694 2.147 1.258 -0.034 -0.018 0.029
C 5.890 1.520 0.915 0.042 -0.010 0.023
C 5.918 0.549 -0.070 0.048 -0.069 -0.032
C 4.722 0.220 -0.691 0.011 -0.101 -0.011
S 4.485 -0.867 -2.037 0.090 -0.018 -0.001
H 2.470 -1.389 -3.820 -0.001 -0.112 0.046
H 1.274 -0.302 -3.334 -0.082 -0.010 0.026
H 2.590 2.325 0.890 0.065 0.067 0.012
H 4.698 2.929 2.006 -0.013 -0.029 -0.007
H 6.810 1.808 1.406 -0.030 -0.010 -0.015
H 6.847 0.078 -0.364 -0.045 0.020 0.024
C 3.249 -4.694 -0.049 -0.269 -0.088 -0.141
Sb 1.598 -3.418 -0.586 0.187 -0.137 0.144
C 1.447 -4.084 -2.627 0.015 -0.050 0.082
C -0.011 -4.705 0.038 0.096 -0.007 -0.077
H 2.953 -5.740 -0.148 0.109 0.066 0.023
H 3.568 -4.496 0.973 0.026 -0.019 -0.024
H 4.076 -4.486 -0.731 -0.011 -0.025 0.081
H 1.007 -5.082 -2.625 0.063 0.030 -0.086
H 2.440 -4.135 -3.080 -0.084 0.028 -0.006
H 0.814 -3.407 -3.205 0.042 -0.072 0.040
H 0.243 -5.727 -0.249 -0.075 0.069 0.041
H -0.917 -4.398 -0.494 0.045 -0.045 0.091
H -0.193 -4.662 1.110 -0.009 0.009 -0.015

Record 3
13
Properties=species:S:1:pos:R:3:forces:R:3 method="wB97M-V/def2-TZVPD" e_lumo_ev="0.45 / -3.61" multiplicity=3 s_squared=2.01
C 0.275 1.393 -1.314 1.680 -6.323 3.279
C -0.006 -1.563 -0.009 2.260 0.391 3.814
C 0.396 1.072 0.192 -1.098 -0.730 -1.387
C -0.403 -0.230 0.656 -0.855 -0.187 -0.709
O -0.044 2.426 -1.839 -1.449 4.342 -2.303
Cl -0.937 -2.892 0.684 0.153 -0.529 0.204
Cl 2.080 0.688 0.531 1.272 0.188 0.325
Cl -0.211 2.404 1.067 -0.153 1.344 0.899
Cl -2.161 -0.046 0.232 0.442 0.499 0.189
Cl -0.204 -0.396 2.376 -0.062 0.046 0.799
H 0.456 0.412 -1.802 -0.205 0.815 -0.700
H 1.106 -1.721 0.178 -1.559 -0.037 -0.626
H -0.345 -1.546 -0.951 -0.426 0.181 -3.783

Record 4
51
Properties=species:S:1:pos:R:3:forces:R:3 method="wB97M-V/def2-TZVPD" relative_energy_kcal_mol=57.8 e_lumo_ev=-2.80
Ag -3.587 0.735 -1.179 1.261 -0.206 -0.276
Br -1.016 0.039 -2.038 -1.274 0.421 0.466
C 1.197 -1.187 2.604 1.700 -0.742 0.205
C -0.069 -0.379 2.563 -0.215 -1.086 1.311
C 0.206 1.108 2.509 -0.297 0.240 -1.081
O -0.997 1.845 2.389 0.307 0.344 -1.554
C -1.631 2.215 3.554 -1.091 -0.050 1.362
N -0.913 -0.942 1.463 0.673 1.567 0.405
H 1.876 -1.076 1.752 -0.422 0.386 -0.416
H 1.073 -2.270 2.658 -0.612 0.038 -0.017
H 1.878 -0.989 3.435 -0.423 0.424 0.314
H -0.579 -0.538 3.518 -0.323 -0.339 -0.101
H 0.776 1.198 1.578 -0.066 0.785 -0.090
H 0.777 1.571 3.316 0.286 -0.687 0.252
H -2.534 2.796 3.358 -0.013 -0.231 -0.639
H -1.109 2.888 4.244 0.789 -0.270 -0.179
H -1.956 1.323 4.102 0.035 0.075 0.305
H -1.558 -0.203 1.177 0.087 -0.034 0.082
H -0.280 -1.061 0.677 -0.019 0.085 -0.191
C -0.094 4.447 -0.116 0.051 -0.485 1.917
O -1.286 4.499 0.175 0.488 0.297 -0.645
N 0.497 3.448 -0.773 -0.527 -1.084 -1.365
N 0.858 5.256 0.441 -1.742 0.657 0.204
H 1.495 3.438 -0.832 -0.009 -0.543 -0.182
H -0.085 2.649 -0.965 0.375 -0.198 -0.355
H 0.384 5.888 1.070 1.124 0.580 -0.044
H 1.802 5.220 0.118 0.134 0.630 0.419
C 2.150 -3.400 -0.999 -0.437 -1.401 -0.389
O 2.395 -4.486 -0.479 -0.055 1.114 0.157
N 2.815 -2.896 -2.057 1.226 0.114 -0.430
N 1.063 -2.635 -0.726 -0.456 -0.792 1.547
H 3.794 -3.136 -2.093 -0.113 0.210 -0.358
H 2.486 -1.991 -2.337 0.621 0.137 -0.447
H 0.444 -3.125 -0.097 -0.472 0.607 -0.202
H 0.852 -1.780 -1.208 -0.406 -0.169 0.057
C 2.002 0.739 -4.909 -0.242 -0.570 -0.203
O 3.041 0.894 -5.547 -1.370 0.358 -0.157
N 0.696 1.006 -5.211 0.560 1.103 -1.766
N 2.014 0.095 -3.724 1.487 -0.528 0.524
H 0.504 1.450 -6.094 -0.219 0.040 0.251
H -0.030 0.823 -4.545 -0.145 -0.009 -0.131
H 2.957 -0.240 -3.578 -0.398 0.027 1.052
H 1.231 0.178 -3.100 0.442 -0.323 0.418
C -3.314 -3.320 0.695 -2.243 -3.603 -0.292
O -4.182 -4.180 0.478 0.467 1.037 0.566
N -3.174 -2.271 -0.126 0.454 2.281 -0.839
N -2.372 -3.397 1.643 0.734 1.001 -0.189
H -2.375 -1.672 -0.006 -0.093 0.044 -0.355
H -3.857 -2.040 -0.823 0.053 -0.655 -0.105
H -2.457 -3.994 2.444 -0.076 -0.047 -0.176
H -1.808 -2.541 1.598 0.399 -0.551 1.360

Record 5
27
Properties=species:S:1:pos:R:3:forces:R:3 method="wB97M-V/def2-TZVPD" relative_energy_kcal_mol=44.5 smiles="C/C=C/S(=O)(=O)NC(C)=O.[O-]/[N+](O)=C/O" e_lumo_ev=0.35
C -0.155 0.596 2.948 2.432 1.629 -1.953
C 0.353 0.043 1.608 -0.051 -1.948 1.848
C -0.195 0.292 0.453 -1.283 1.981 -2.328
S 0.428 -0.486 -0.944 -0.418 -0.168 -1.042
O 0.387 0.335 -2.144 -0.231 -0.580 1.404
O 1.657 -1.119 -0.592 1.050 -0.566 -0.204
N -0.638 -1.776 -1.142 -1.036 2.809 -0.344
C -1.986 -1.554 -1.124 0.431 -0.879 -1.081
C -2.886 -2.683 -1.594 -2.297 -1.908 2.009
O -2.396 -0.459 -0.876 -1.228 0.874 0.087
H -0.650 1.597 2.830 -0.227 -1.300 -0.097
H 0.848 0.932 3.370 -1.410 -1.123 0.720
H -0.761 -0.219 3.330 0.189 0.388 1.001
H 0.979 -0.896 1.606 -0.239 1.499 0.490
H -1.028 0.939 0.143 0.557 -0.017 0.787
H -0.363 -2.678 -1.099 1.756 -3.245 0.023
H -3.866 -2.480 -0.952 1.814 -0.599 -1.687
H -3.113 -2.584 -2.662 0.041 0.293 0.311
H -2.642 -3.844 -1.443 0.111 2.780 -0.046
O 2.518 1.150 1.405 0.614 0.038 1.313
N 2.427 1.831 0.372 -1.280 -1.369 -0.683
O 3.164 1.378 -0.736 0.031 0.197 -0.399
C 1.358 2.562 0.078 2.062 0.505 0.239
O 1.189 3.060 -1.106 -1.104 2.691 0.284
H 3.019 0.406 -0.803 -0.113 0.369 0.500
H 1.032 3.237 0.818 -0.750 -0.049 1.330
H 1.322 2.420 -1.745 0.577 -2.302 -2.483

Record 6
24
Properties=species:S:1:pos:R:3:forces:R:3 method="wB97M-V/def2-TZVPD" relative_energy_kcal_mol=0.0 e_lumo_ev=0.61
C -1.380 2.131 1.747 0.033 1.652 0.247
C -1.426 0.960 1.440 -0.433 1.329 0.377
C 1.774 2.235 -0.449 -1.775 -1.070 2.878
C 1.403 0.783 -0.688 -2.932 -0.240 -0.375
C 0.155 0.473 -1.587 0.157 0.839 -0.728
C -0.346 -0.932 -1.585 1.646 -2.301 0.949
N -1.067 -1.901 2.020 1.048 -1.565 1.816
N -0.588 -1.409 -0.244 -2.146 1.803 1.154
Si 0.161 -2.519 0.824 -2.698 -0.129 0.775
Si -1.771 -0.755 1.001 0.525 -1.594 -1.835
H -1.352 3.239 1.991 0.026 -2.250 -0.433
H 0.939 2.725 0.121 0.409 -0.142 -0.994
H 2.490 2.150 0.356 0.951 0.517 -0.119
H 2.095 2.813 -1.264 0.432 0.571 -1.066
H 2.159 0.250 -1.134 2.294 -1.007 -1.327
H 1.262 0.195 0.228 -0.165 0.754 0.253
H -0.766 1.004 -1.286 0.651 0.585 -0.053
H 0.341 0.670 -2.669 0.052 0.536 0.691
H 0.368 -1.733 -1.860 0.289 0.844 -1.144
H -1.174 -1.025 -2.280 -0.512 -0.078 0.122
H -1.173 -2.152 3.027 0.097 0.496 -1.574
H 1.543 -2.404 1.431 -0.403 -0.238 -0.610
H -0.378 -3.839 0.229 1.264 0.280 0.701
H -3.267 -0.959 0.629 1.192 0.410 0.293

| no. | F_max (eV/A) |
| --- | --- |
| 1 | 3.6 |
| 2 | 1.0 |
| 3 | 7.3 |
| 4 | 4.3 |
| 5 | 3.7 |
| 6 | 3.5 |